Entry P
19
Properties=species:S:1:pos:R:3:lowdin_charge:R:1 method="wB97M-V/def2-TZVPD" homo_lumo_gap_ha=0.3194
C -0.109 2.115 0.820 -0.413
C 0.832 1.679 1.677 0.006
N 0.152 3.076 -0.155 0.030
H -1.159 1.980 1.050 0.105
H 0.540 1.042 2.504 0.056
H 1.842 2.073 1.616 0.062
H 1.130 3.285 -0.303 0.087
H -0.137 0.678 -0.252 0.094
H -0.312 2.930 -1.040 0.075
C -0.142 -2.548 -0.703 -0.365
C -1.232 -1.598 -0.152 -0.641
S -1.540 -0.157 -1.210 0.581
N 1.101 -1.897 -1.140 -0.037
H -0.556 -3.052 -1.582 0.094
H 0.161 -3.336 -0.007 0.105
H -0.988 -1.354 0.884 0.055
H -2.130 -2.223 -0.094 0.057
H 1.713 -1.682 -0.362 0.054
H 0.833 -1.008 -1.549 -0.007

***

Entry Q
19
Properties=species:S:1:pos:R:3:lowdin_charge:R:1 method="wB97M-V/def2-TZVPD" homo_lumo_gap_ha=0.3568 smiles=NC[C@@H](N)CCS
N 0.549 -2.270 -1.427 -0.005
C 0.457 -1.275 -0.359 -0.260
C -0.563 -0.159 -0.508 -0.413
N -1.924 -0.579 -0.411 0.053
C -0.200 0.821 0.648 -0.294
C 0.800 1.917 0.334 -0.503
S 1.175 2.788 1.969 0.659
H 0.160 -2.049 -2.327 0.058
H 1.207 -3.013 -1.492 0.051
H 1.461 -0.865 -0.239 0.105
H 0.219 -1.799 0.572 0.114
H -0.311 0.457 -1.387 0.134
H -2.124 -1.524 -0.685 0.070
H -2.485 -0.210 0.334 0.066
H -1.052 1.247 1.177 0.095
H 0.117 0.220 1.508 0.097
H 1.717 1.495 -0.095 0.069
H 0.505 2.723 -0.322 0.057
H 0.292 2.075 2.710 -0.153

***

Ordering by calculated energy gives the sequence entry Q, entry P, with the first entry being the most stable.

***

Entry P
19
Properties=species:S:1:pos:R:3:lowdin_charge:R:1 method="wB97M-V/def2-TZVPD" homo_lumo_gap_ha=0.3530 smiles=NCCNCCS
N 1.541 -2.108 -1.319 -0.008
C 1.977 -0.963 -0.455 -0.276
C 0.836 0.028 -0.652 -0.342
N -0.500 -0.474 -0.447 -0.086
C -1.246 0.276 0.728 -0.293
C -1.456 1.739 0.554 -0.559
S -2.693 2.770 1.594 0.626
H 2.181 -2.298 -2.068 0.061
H 1.624 -2.849 -0.642 0.054
H 1.985 -1.195 0.733 0.147
H 2.929 -0.477 -0.657 0.095
H 1.110 0.882 0.045 0.121
H 0.982 0.266 -1.718 0.106
H -0.368 -1.558 -0.271 0.130
H -2.205 -0.306 0.764 0.109
H -0.592 0.150 1.716 0.135
H -1.543 1.800 -0.585 0.106
H -0.770 2.399 1.175 0.017
H -3.790 1.919 1.507 -0.143

***

Entry Q
19
Properties=species:S:1:pos:R:3:lowdin_charge:R:1 method="wB97M-V/def2-TZVPD" homo_lumo_gap_ha=0.3317 smiles=CN[C@H](CN)CS
C 0.591 0.032 -3.002 -0.074
N 0.513 0.840 -1.704 -0.104
C 0.009 0.532 -0.361 -0.447
C 1.096 0.991 0.646 -0.251
N 0.615 1.249 1.988 -0.015
C -0.440 -0.935 -0.343 -0.462
S -1.207 -1.235 1.363 0.690
H 1.468 -0.578 -2.860 0.063
H -0.266 -0.621 -3.129 0.056
H 0.519 0.659 -3.869 0.064
H 0.887 1.787 -1.716 0.096
H -0.897 1.134 -0.203 0.126
H 1.688 1.747 0.183 0.087
H 1.802 0.114 0.719 0.123
H 1.256 1.175 2.742 0.057
H -0.280 0.882 2.232 -0.010
H -1.261 -1.263 -1.037 0.078
H 0.384 -1.639 -0.517 0.078
H -1.401 -2.538 1.117 -0.156

***

Entry R
19
Properties=species:S:1:pos:R:3:lowdin_charge:R:1 method="wB97M-V/def2-TZVPD" homo_lumo_gap_ha=0.3598 smiles=CNC[C@H](N)CS
C -1.001 0.615 2.227 -0.112
N 0.263 0.937 1.531 -0.138
C 0.107 1.018 0.094 -0.232
C -0.008 -0.376 -0.527 -0.477
N 0.907 -1.356 0.051 0.030
C -0.048 -0.253 -2.059 -0.520
S 0.151 -1.814 -2.991 0.701
H -1.127 -0.475 2.164 0.076
H -0.924 0.826 3.290 0.077
H -1.846 1.051 1.682 0.077
H 0.554 1.833 1.906 0.099
H 0.941 1.559 -0.322 0.117
H -0.812 1.525 -0.179 0.109
H -1.009 -0.749 -0.275 0.122
H 1.725 -1.561 -0.517 0.048
H 1.317 -0.913 0.872 0.059
H 0.767 0.399 -2.384 0.065
H -1.026 0.119 -2.352 0.070
H 1.070 -2.385 -2.212 -0.173

***

Entry S
19
Properties=species:S:1:pos:R:3:lowdin_charge:R:1 method="wB97M-V/def2-TZVPD" homo_lumo_gap_ha=0.2779
C 2.008 -1.288 2.280 -0.374
C 0.602 -0.890 1.838 -0.628
S 0.344 -0.746 0.036 0.628
N 3.069 -0.494 1.677 -0.020
H 2.162 -2.358 2.077 0.105
H 2.056 -1.311 3.377 0.111
H 0.387 0.073 2.331 0.062
H -0.199 -1.537 2.229 0.062
H 2.943 0.482 1.936 0.069
H 2.933 -0.520 0.671 0.027
C -2.305 0.977 -2.053 -0.341
C -3.409 1.719 -2.105 -0.032
N -0.977 1.444 -2.122 -0.004
H -2.337 -0.113 -2.013 0.097
H -4.361 1.189 -2.103 0.042
H -3.418 2.790 -2.217 0.043
H -0.928 2.406 -1.803 0.082
H -1.060 0.534 0.274 0.150
H -0.403 0.864 -1.506 -0.079

***

Ordering by calculated energy gives the sequence entry R, entry Q, entry P, entry S, with the first entry being the most stable.

***

Entry P
19
Properties=species:S:1:pos:R:3:lowdin_charge:R:1 method="wB97M-V/def2-TZVPD" homo_lumo_gap_ha=0.2510
C 1.997 -1.324 2.253 -0.350
C 0.571 -0.845 1.853 -0.624
S 0.354 -0.786 0.029 0.620
N 3.081 -0.516 1.645 -0.034
H 2.181 -2.356 1.929 0.104
H 2.033 -1.128 3.343 0.112
H 0.428 0.179 2.242 0.057
H -0.167 -1.568 2.274 0.069
H 2.944 0.444 1.960 0.062
H 2.861 -0.489 0.648 0.015
C -2.274 0.991 -2.064 -0.359
C -3.383 1.746 -2.122 -0.034
N -0.962 1.444 -2.063 -0.008
H -2.358 -0.109 -2.085 0.103
H -4.376 1.281 -2.043 0.046
H -3.295 2.810 -2.183 0.033
H -0.828 2.405 -1.769 0.086
H -1.235 0.456 0.350 0.185
H -0.426 0.818 -1.439 -0.084

***

Entry Q
19
Properties=species:S:1:pos:R:3:lowdin_charge:R:1 method="wB97M-V/def2-TZVPD" homo_lumo_gap_ha=0.2360
C -1.315 0.923 -0.234 -0.337
C -1.816 0.469 -1.610 -0.705
S -0.614 -0.641 -2.386 0.332
N 0.107 1.287 -0.339 -0.043
H -1.463 0.114 0.494 0.099
H -1.939 1.739 0.145 0.105
H -1.924 1.373 -2.226 0.046
H -2.830 0.079 -1.495 0.051
H 0.184 2.284 -0.478 0.111
H 0.382 0.831 -1.246 -0.009
C 1.341 -1.424 1.341 -0.199
C 1.367 -1.905 0.108 0.031
N 1.154 0.002 1.594 0.072
H 1.377 -2.053 2.220 0.098
H 1.617 -2.953 0.011 0.070
H 1.071 -1.326 -0.765 -0.043
H 2.041 0.443 1.821 0.136
H 0.698 0.605 0.640 0.053
H 0.562 0.152 2.404 0.132

***

Entry R
19
Properties=species:S:1:pos:R:3:lowdin_charge:R:1 method="wB97M-V/def2-TZVPD" homo_lumo_gap_ha=0.3622 smiles=NCNCCCS
N -1.823 -2.315 1.372 0.009
C -0.415 -2.582 1.152 -0.347
N 0.152 -1.833 0.052 -0.079
C 0.305 -0.405 0.351 -0.257
C 1.204 0.284 -0.680 -0.260
C 0.478 1.352 -1.498 -0.595
S 0.085 2.864 -0.592 0.692
H -2.227 -2.922 2.069 0.061
H -2.022 -1.347 1.576 0.053
H 0.220 -2.368 2.023 0.106
H -0.318 -3.648 0.950 0.108
H -0.494 -1.903 -0.730 0.110
H -0.681 0.085 0.350 0.096
H 0.689 -0.317 1.372 0.116
H 2.038 0.751 -0.152 0.097
H 1.636 -0.444 -1.368 0.107
H 1.032 1.598 -2.408 0.068
H -0.473 0.962 -1.848 0.064
H 1.335 3.334 -0.490 -0.148

***

Ordering by calculated energy gives the sequence entry R, entry Q, entry P, with the first entry being the most stable.

***

Entry P
7
Properties=species:S:1:pos:R:3:lowdin_charge:R:1 method="wB97M-V/def2-TZVPD" homo_lumo_gap_ha=0.3798 smiles="O=C(F)NS"
O 1.291 1.131 -0.482 0.150
C 0.848 0.111 -0.080 -0.518
F 1.868 -1.035 0.220 -0.102
N -0.303 -0.390 0.303 -0.326
S -1.826 0.395 0.335 0.825
H -0.197 -1.372 0.442 0.103
H -1.681 1.160 -0.738 -0.132

***

Entry Q
7
Properties=species:S:1:pos:R:3:lowdin_charge:R:1 method="wB97M-V/def2-TZVPD" homo_lumo_gap_ha="0.3259 / 0.3259" smiles="C#S(=O)NF"
C 1.291 1.485 0.388 -0.136
S 0.577 0.081 -0.511 0.793
O 0.950 -0.517 -1.746 -0.409
N -0.715 -0.938 0.329 -0.114
F -1.631 -1.252 -0.800 -0.163
H 0.663 1.372 1.364 -0.049
H -1.135 -0.231 0.977 0.078

***

Entry R
7
Properties=species:S:1:pos:R:3:lowdin_charge:R:1 method="wB97M-V/def2-TZVPD" homo_lumo_gap_ha=0.3416
C -0.005 -0.042 0.410 -0.301
N 0.762 -0.540 -1.097 -0.016
O -1.890 0.398 1.964 -0.568
F 1.888 0.248 -1.205 -0.132
S -1.607 0.185 0.548 0.888
H 0.733 -0.075 1.188 0.055
H 0.120 -0.175 -1.809 0.075

***

Ordering by calculated energy gives the sequence entry P, entry R, entry Q, with the first entry being the most stable.

***

Entry P
7
Properties=species:S:1:pos:R:3:lowdin_charge:R:1 method="wB97M-V/def2-TZVPD" homo_lumo_gap_ha=0.2733
C 0.003 0.364 0.949 -0.235
C -0.685 0.506 -0.168 -0.777
F -0.152 -0.362 2.073 0.047
F -0.363 1.162 -1.219 0.058
S 2.305 0.967 0.019 0.222
Cl -2.381 -0.074 -0.005 0.660
Cl 3.151 -0.801 -0.156 0.024

***

Entry Q
7
Properties=species:S:1:pos:R:3:lowdin_charge:R:1 method="wB97M-V/def2-TZVPD" homo_lumo_gap_ha=0.2779
C 0.085 -0.266 0.336 -0.244
C -0.830 0.569 -0.092 -0.790
F -0.023 -1.297 1.202 0.042
F -0.618 1.563 -0.863 0.050
S 2.251 0.591 -0.579 0.249
Cl -2.576 0.274 0.183 0.663
Cl 3.484 -0.332 0.655 0.029

***

Ordering by calculated energy gives the sequence entry Q, entry P, with the first entry being the most stable.

***

Entry P
58
Properties=species:S:1:pos:R:3:lowdin_charge:R:1 method="wB97M-V/def2-TZVPD" homo_lumo_gap_ha=0.3098 smiles="COc1ccc(OC)c(NC(=O)CSc2nnc(Cc3cccn3C)n2-c2ccc(F)cc2)c1"
C -4.850 -3.548 0.467 -0.091
O -3.844 -2.711 0.982 -0.104
C -3.859 -1.389 0.634 -0.282
C -4.787 -0.797 -0.207 -0.021
C -4.699 0.558 -0.500 -0.008
C -3.690 1.336 0.033 -0.226
O -3.524 2.678 -0.180 -0.107
C -4.186 3.256 -1.280 -0.077
C -2.741 0.728 0.878 -0.144
N -1.711 1.554 1.344 0.140
C -0.484 1.171 1.751 -0.538
O -0.137 0.033 1.995 0.065
C 0.495 2.331 1.871 -0.333
S 0.734 3.130 0.230 0.976
C 0.418 1.743 -0.792 -0.637
N -0.678 1.520 -1.456 0.049
N -0.532 0.360 -2.104 0.081
C 0.655 -0.118 -1.838 -0.291
C 1.216 -1.400 -2.339 -0.031
C 1.514 -2.329 -1.204 -0.261
C 2.729 -2.726 -0.702 -0.072
C 2.471 -3.563 0.399 -0.090
C 1.110 -3.641 0.528 -0.093
N 0.532 -2.889 -0.442 -0.096
C -0.880 -2.779 -0.678 -0.005
N 1.318 0.730 -0.999 0.059
C 2.616 0.599 -0.457 -0.227
C 3.697 1.124 -1.152 0.005
C 4.972 0.998 -0.632 0.003
C 5.134 0.348 0.579 -0.268
F 6.375 0.226 1.088 0.064
C 4.064 -0.175 1.284 0.016
C 2.792 -0.052 0.758 -0.011
C -2.835 -0.614 1.180 0.059
H -4.815 -3.592 -0.626 0.095
H -5.846 -3.224 0.786 0.095
H -4.648 -4.537 0.874 0.093
H -5.587 -1.367 -0.650 0.102
H -5.433 0.991 -1.160 0.108
H -3.784 4.264 -1.368 0.094
H -3.978 2.700 -2.197 0.102
H -5.267 3.312 -1.116 0.092
H -1.833 2.515 1.043 0.127
H 1.457 1.972 2.235 0.075
H 0.114 3.112 2.528 0.082
H 0.487 -1.830 -3.029 0.126
H 2.145 -1.204 -2.879 0.129
H 3.692 -2.448 -1.085 0.107
H 3.201 -4.045 1.018 0.091
H 0.514 -4.173 1.242 0.115
H -1.170 -3.366 -1.555 0.103
H -1.420 -3.152 0.190 0.086
H -1.168 -1.742 -0.848 0.075
H 3.538 1.630 -2.093 0.126
H 5.830 1.396 -1.149 0.119
H 4.231 -0.677 2.223 0.126
H 1.939 -0.452 1.285 0.109
H -2.110 -1.080 1.824 0.118

***

Entry Q
58
Properties=species:S:1:pos:R:3:lowdin_charge:R:1 method="wB97M-V/def2-TZVPD" homo_lumo_gap_ha=0.3017 smiles="COc1ccc(NC(=O)CSc2nnc(Cc3cccn3C)n2-c2ccc(F)cc2)cc1OC"
C -4.639 -2.063 2.281 -0.081
O -4.608 -1.013 1.346 -0.083
C -3.493 -0.232 1.294 -0.225
C -2.364 -0.393 2.078 -0.004
C -1.284 0.472 1.971 -0.009
C -1.329 1.515 1.065 -0.218
N -0.291 2.442 0.894 0.122
C 0.914 2.483 1.513 -0.554
O 1.269 1.762 2.420 0.062
C 1.842 3.527 0.907 -0.338
S 2.965 2.659 -0.253 0.992
C 1.780 1.703 -1.107 -0.624
N 0.709 2.130 -1.716 0.029
N 0.067 1.058 -2.204 0.073
C 0.739 -0.016 -1.887 -0.266
C 0.422 -1.410 -2.302 -0.032
C -0.633 -2.055 -1.457 -0.248
C -0.505 -3.044 -0.511 -0.062
C -1.798 -3.346 -0.048 -0.090
C -2.665 -2.535 -0.729 -0.103
N -1.956 -1.750 -1.577 -0.088
C -2.522 -0.805 -2.497 -0.013
N 1.851 0.336 -1.171 0.052
C 2.791 -0.480 -0.516 -0.231
C 4.143 -0.352 -0.811 -0.022
C 5.064 -1.132 -0.137 0.009
C 4.611 -2.022 0.821 -0.267
F 5.506 -2.787 1.472 0.066
C 3.268 -2.149 1.133 0.019
C 2.351 -1.365 0.461 0.010
C -2.452 1.678 0.250 0.040
C -3.529 0.822 0.354 -0.212
O -4.661 0.903 -0.402 -0.080
C -4.809 2.006 -1.264 -0.083
H -5.611 -2.538 2.157 0.096
H -4.547 -1.691 3.307 0.098
H -3.849 -2.795 2.085 0.081
H -2.307 -1.197 2.792 0.110
H -0.420 0.336 2.599 0.100
H -0.426 3.060 0.104 0.121
H 1.323 4.317 0.368 0.078
H 2.500 3.940 1.670 0.084
H 1.333 -2.008 -2.237 0.128
H 0.089 -1.379 -3.343 0.127
H 0.409 -3.514 -0.205 0.096
H -2.051 -4.085 0.688 0.090
H -3.733 -2.457 -0.671 0.122
H -3.546 -0.593 -2.196 0.087
H -1.936 0.116 -2.498 0.062
H -2.534 -1.215 -3.512 0.099
H 4.466 0.357 -1.558 0.117
H 6.119 -1.054 -0.343 0.122
H 2.956 -2.841 1.899 0.124
H 1.299 -1.422 0.696 0.113
H -2.456 2.482 -0.469 0.113
H -4.775 2.951 -0.713 0.100
H -4.045 2.015 -2.048 0.091
H -5.791 1.891 -1.720 0.097

***

Ordering by calculated energy gives the sequence entry P, entry Q, with the first entry being the most stable.